# 1
Computed, not measured: a single C2H5NOS molecule in a non-equilibrium geometry, with ωB97M-V with the def2-TZVPD basis set.

Calculated values
2S+1   1
Kohn-Sham gap   9.52 eV
Structure (SMILES)   CC(=S)NO

```
10
Properties=species:S:1:pos:R:3:forces:R:3
C 1.28163 -0.55672 0.02809 0.876 0.218 -0.566
C 0.10198 0.37344 -0.05081 1.482 1.289 0.404
S 0.26484 2.05029 -0.02321 -0.299 -0.657 0.029
N -1.06268 -0.20670 -0.06927 -1.160 0.309 0.131
O -2.24174 0.51670 0.02782 0.461 -0.135 -0.179
H 0.90678 -1.55501 0.10211 -0.024 -0.924 0.122
H 1.91062 -0.50611 -0.88959 -0.542 0.155 0.554
H 1.97044 -0.37011 0.88192 -0.806 0.175 -0.500
H -1.22377 -1.19374 -0.12900 -0.061 -0.170 0.108
H -1.90811 1.44797 0.12194 0.072 -0.260 -0.104
```
Positions in Å, forces in eV/Å.

Atom charges from the Löwdin analysis, given in e for atoms 1 to 8: C -0.097; C -0.847; S 0.621; N -0.070; O -0.033; H 0.055; H 0.095; H 0.095



# 2
Computed, not measured: a single C2H5NOS molecule in a non-equilibrium geometry, with ωB97M-V with the def2-TZVPD basis set.

Calculated values
2S+1   1
Kohn-Sham gap   9.16 eV
Structure (SMILES)   CO/C=N\S

```
10
Properties=species:S:1:pos:R:3:forces:R:3
C -0.31748 -0.00927 -1.53065 1.038 -0.739 0.943
O -0.14461 0.27032 -0.14310 0.064 0.683 0.476
C 0.52341 -0.58434 0.63076 0.599 -0.769 1.571
N 0.61089 -0.48762 1.91912 0.284 -0.166 -2.532
S 0.03591 0.85200 2.73353 -0.745 0.708 -0.263
H -0.84208 0.84536 -1.86918 -0.011 0.857 -0.893
H -0.99032 -0.83573 -1.59706 -0.332 -0.830 -0.376
H 0.66347 -0.24068 -2.00456 -0.800 0.423 0.037
H 1.06541 -1.40517 0.10955 -0.552 0.425 0.455
H -0.60460 1.59514 1.75160 0.456 -0.592 0.581
```
Positions in Å, forces in eV/Å.

Atom charges from the Löwdin analysis, given in e for atoms 1 to 8: C -0.047; O -0.160; C -0.370; N -0.402; S 0.697; H 0.082; H 0.082; H 0.109



# 3
Computed, not measured: a molecular structure, C2H5NOS in a non-equilibrium geometry, with ωB97M-V with the def2-TZVPD basis set.

Calculated values
2S+1   1
Kohn-Sham gap   8.38 eV

```
10
Properties=species:S:1:pos:R:3:forces:R:3
C -0.76927 -0.06567 0.09640 -3.947 -3.158 -2.822
C 0.55614 -0.78301 0.01592 -0.423 -5.545 -1.898
H -0.40867 2.09002 -0.29974 1.158 -1.665 0.754
H -2.08378 1.73956 -0.86160 2.815 -1.626 3.351
H 0.61001 -1.68439 0.75033 -0.074 2.201 -0.501
H 0.61622 -1.80920 -0.95228 -0.889 3.690 2.166
H 2.13466 -0.17104 1.24955 0.864 1.197 -1.614
N -0.84865 1.29996 0.20423 -4.085 2.604 -3.301
O -1.82944 -0.78962 -0.07573 3.936 2.815 1.176
S 2.02277 0.17339 -0.12709 0.645 -0.514 2.689
```
Positions in Å, forces in eV/Å.

Atom charges from the Löwdin analysis, given in e for atoms 1 to 8: C -0.640; C -0.634; H 0.034; H 0.312; H 0.097; H 0.196; H -0.066; N 0.084



# 4
Computed, not measured: a single C2H5NOS molecule in a non-equilibrium geometry, with ωB97M-V with the def2-TZVPD basis set.

Calculated values
2S+1   1
Kohn-Sham gap   9.46 eV

```
10
Properties=species:S:1:pos:R:3:forces:R:3
C 1.15913 -0.12628 0.75009 -0.939 0.839 1.736
C -1.22722 0.33290 -0.82617 0.694 0.133 2.999
N 0.31021 -0.26070 1.68593 -0.431 0.732 -4.044
O 1.06332 -0.86758 -1.63977 0.737 -1.529 -1.578
S 0.59715 0.31788 -0.94090 -0.541 0.417 1.167
H 2.28290 -0.11406 0.80707 -0.946 -0.457 -0.087
H -1.41809 0.96335 -1.61868 -0.736 1.870 -1.492
H -1.40509 0.82033 0.19632 -0.073 -0.559 -1.565
H -1.88941 -0.51211 -0.98768 0.761 -0.744 0.403
H 0.52708 -0.55374 2.57378 1.473 -0.701 2.462
```
Positions in Å, forces in eV/Å.

Atom charges from the Löwdin analysis, given in e for atoms 1 to 8: C -0.347; C -0.251; N 0.071; O -0.552; S 0.842; H 0.101; H -0.011; H 0.068



# 5
Computed, not measured: 2 unconnected molecules or ions with the total composition C2H5NOS in a non-equilibrium geometry, with ωB97M-V with the def2-TZVPD basis set.

Calculated values
2S+1   1
Kohn-Sham gap   8.94 eV

```
10
Properties=species:S:1:pos:R:3:forces:R:3
C -1.15257 -0.51533 0.29015 0.018 -0.051 0.154
C -0.10535 0.46708 -0.12569 0.881 0.771 -4.844
N 1.11939 0.25190 0.52595 0.023 -0.395 1.517
O 2.23970 0.83639 -0.08515 0.313 1.149 -0.467
S 2.26684 -0.82558 -0.12643 -0.032 -0.857 -0.216
H -2.02474 -0.47154 -0.35385 0.000 0.037 -0.077
H -1.46001 -0.25597 1.30596 -0.073 -0.127 0.005
H -0.76222 -1.53184 0.30478 -0.021 -0.043 -0.101
H -0.39648 1.50715 -0.01754 0.006 0.026 0.196
H 0.27543 0.53774 -1.71816 -1.115 -0.511 3.836
```
Positions in Å, forces in eV/Å.

Atom charges from the Löwdin analysis, given in e for atoms 1 to 8: C -0.110; C -0.357; N -0.477; O -0.454; S 0.870; H 0.076; H 0.083; H 0.071



# 6
Computed, not measured: 2 unconnected molecules or ions with the total composition C2H5NOS in a non-equilibrium geometry, with ωB97M-V with the def2-TZVPD basis set.

Calculated values
2S+1   3
Kohn-Sham gap (alpha / beta)   6.60 / 8.58 eV

```
10
Properties=species:S:1:pos:R:3:forces:R:3
C 1.81492 -0.00641 0.17080 -4.855 6.227 1.389
C -0.64291 -0.05719 -0.04999 4.030 -1.066 -5.143
N 0.64220 -0.73303 0.14804 1.830 1.857 0.517
O 4.23964 0.78154 -0.01762 0.795 2.523 -0.172
S 3.41878 -0.41062 -0.06694 1.493 -4.266 -0.209
H 1.57990 1.44747 0.54160 0.942 -4.428 -0.821
H -0.73374 0.89099 0.31221 0.541 2.635 1.199
H -0.66508 -0.03204 -1.19423 -0.809 0.461 1.395
H -1.39920 -0.58964 0.28708 -3.454 -2.850 1.577
H 0.72985 -1.69317 0.35182 -0.514 -1.094 0.271
```
Positions in Å, forces in eV/Å.

Atom charges from the Löwdin analysis, given in e for atoms 1 to 8: C -0.528; C -0.068; N -0.138; O -0.546; S 0.783; H 0.197; H 0.042; H 0.123



# 7
Computed, not measured: 2 unconnected molecules or ions with the total composition C2H5NOS in a non-equilibrium geometry, with ωB97M-V with the def2-TZVPD basis set.

Calculated values
2S+1   3
Kohn-Sham gap (alpha / beta)   7.69 / 9.56 eV

```
10
Properties=species:S:1:pos:R:3:forces:R:3
C 0.79893 0.05256 1.36900 1.925 -0.040 -0.087
C -0.34138 -0.90628 -0.91743 2.249 2.767 -1.391
N -1.66727 1.27994 -1.81484 1.341 2.159 1.254
O -1.02567 2.11863 -1.29093 -1.876 -1.809 -1.453
S 0.88518 0.21965 -0.51096 -0.184 -0.406 1.655
H 0.97476 -1.01558 1.50471 0.397 0.109 0.256
H -0.15621 0.21223 1.83075 -0.651 0.687 -0.299
H 1.61328 0.66269 1.93771 -1.444 -1.053 -1.418
H -0.39629 -1.14979 -1.94202 -0.267 -0.349 -0.817
H -0.68534 -1.47405 -0.16598 -1.491 -2.064 2.300
```
Positions in Å, forces in eV/Å.

Atom charges from the Löwdin analysis, given in e for atoms 1 to 8: C -0.351; C -0.386; N 0.023; O -0.144; S 0.788; H 0.016; H 0.024; H 0.075



# 8
Computed, not measured: 3 unconnected molecules or ions with the total composition C2H5NOS2 in a non-equilibrium geometry, with ωB97M-V with the def2-TZVPD basis set.

Calculated values
2S+1   1
Kohn-Sham gap   8.52 eV
Structure (SMILES)   N=C=O.C=S.S

```
11
Properties=species:S:1:pos:R:3:forces:R:3
N -0.73355 1.76766 -0.22192 -1.642 4.219 0.711
C -0.93408 2.32292 0.81508 0.565 -0.385 -0.242
O -1.11736 2.96167 1.75877 -0.379 0.543 0.804
H -0.43126 0.94171 -0.50275 1.555 -4.382 -1.244
C -3.43712 -0.14392 -0.21580 1.265 -0.278 -0.669
S -2.55044 -1.50756 -0.11580 -0.625 0.960 0.068
H -2.88915 0.81626 -0.45459 -1.099 -0.960 0.450
H -4.53090 -0.18800 -0.17651 0.361 0.282 0.122
S 5.11367 -2.31681 0.09158 -1.613 0.802 -0.471
H 6.30145 -2.81571 0.20980 1.299 -0.386 -0.264
H 5.20875 -1.83821 -1.18785 0.314 -0.415 0.735
```
Positions in Å, forces in eV/Å.

Atom charges from the Löwdin analysis, given in e for atoms 1 to 8: N 0.215; C -0.404; O 0.172; H 0.011; C -0.562; S 0.580; H -0.012; H 0.001



# 9
Computed, not measured: a single C2H5NS molecule in a non-equilibrium geometry, with ωB97M-V with the def2-TZVPD basis set.

Calculated values
2S+1   1
Kohn-Sham gap   9.34 eV
Structure (SMILES)   C=NSC

```
9
Properties=species:S:1:pos:R:3:forces:R:3
C 2.20233 -0.01223 0.01347 -0.216 -4.857 1.564
N 0.95852 0.22736 -0.13040 2.764 2.771 -0.449
S -0.25107 -0.81158 -0.08149 -2.681 -0.507 1.008
C -1.90213 0.24668 0.03269 -0.244 -1.424 -1.761
H 2.50908 -1.20964 0.43412 -0.656 3.146 -1.319
H 3.12660 0.56485 -0.14005 -1.165 0.577 -0.035
H -2.38175 0.50475 1.11089 1.590 -0.702 -2.642
H -1.67974 1.20510 -0.68398 -0.985 -2.480 1.860
H -2.58184 -0.71529 -0.55525 1.594 3.475 1.774
```
Positions in Å, forces in eV/Å.

Atom charges from the Löwdin analysis, given in e for atoms 1 to 8: C -0.189; N -0.534; S 0.742; C -0.386; H 0.114; H 0.051; H 0.055; H 0.061



# 10
Computed, not measured: a single C2H5NS molecule in a non-equilibrium geometry, with ωB97M-V with the def2-TZVPD basis set.

Calculated values
2S+1   1
Kohn-Sham gap   8.82 eV
Structure (SMILES)   C=S(C)#N

```
9
Properties=species:S:1:pos:R:3:forces:R:3
C 0.69132 0.44383 1.39055 0.538 -2.742 -1.648
S 0.67978 -0.72349 0.14161 -2.420 -0.930 -2.548
C -0.79931 -0.03068 -0.89122 -2.414 0.532 2.157
N 1.08563 -2.05088 -0.48897 0.000 2.888 2.490
H 0.34871 1.35933 0.99468 -0.510 0.861 -0.261
H 1.50281 0.40335 2.06532 0.680 -0.065 0.685
H -0.44450 0.72639 -1.52792 0.919 0.672 -1.096
H -1.54391 0.56623 -0.22934 1.486 -1.102 -0.497
H -1.52052 -0.69409 -1.45471 1.719 -0.114 0.719
```
Positions in Å, forces in eV/Å.

Atom charges from the Löwdin analysis, given in e for atoms 1 to 8: C -0.265; S 0.749; C -0.227; N -0.367; H -0.015; H -0.014; H 0.003; H 0.068



# 11
Computed, not measured: a single C2H5NS molecule in a non-equilibrium geometry, with ωB97M-V with the def2-TZVPD basis set.

Calculated values
2S+1   1
Kohn-Sham gap   9.92 eV
Structure (SMILES)   [H]/N=C/SC

```
9
Properties=species:S:1:pos:R:3:forces:R:3
H -3.15124 -1.42616 0.25714 2.610 0.356 0.329
N -2.11603 -1.60485 0.50911 -3.149 -1.757 0.413
C -1.17625 -0.97918 0.00498 -1.598 3.945 -1.876
S 0.42201 -1.42691 0.16665 2.274 -1.417 0.177
C 1.32724 0.13522 -0.05514 1.848 -3.507 -0.045
H -1.28917 0.01435 -0.60713 -0.012 -1.517 0.717
H 2.29420 -0.12727 -0.60220 -1.018 0.520 1.473
H 1.29979 0.50684 0.92324 1.071 1.070 1.097
H 0.81206 0.71811 -0.68664 -2.026 2.308 -2.285
```
Positions in Å, forces in eV/Å.

Atom charges from the Löwdin analysis, given in e for atoms 1 to 8: H 0.092; N -0.017; C -0.751; S 0.873; C -0.358; H 0.103; H 0.075; H 0.011



# 12
Computed, not measured: a molecular structure, C2H5NS in a non-equilibrium geometry, with ωB97M-V with the def2-TZVPD basis set.

Calculated values
2S+1   1
Kohn-Sham gap (alpha / beta)   7.48 / 7.48 eV

```
9
Properties=species:S:1:pos:R:3:forces:R:3
C 0.00639 -0.77924 0.36940 -0.076 -0.547 0.372
C -0.93812 0.34665 0.19430 0.065 0.170 -0.638
N 0.45197 0.40767 -0.30326 1.864 0.553 -1.238
S 1.98114 0.35525 -2.00821 -1.791 -0.004 1.369
H 0.40794 -1.00237 1.34987 0.008 0.110 -0.014
H -0.10209 -1.63916 -0.27762 0.027 0.045 -0.038
H -1.69756 0.29126 -0.57144 0.009 -0.071 -0.038
H -1.17431 0.99562 1.02820 0.139 -0.033 -0.022
H 1.06464 1.02432 0.21876 -0.245 -0.223 0.245
```
Positions in Å, forces in eV/Å.

Atom charges from the Löwdin analysis, given in e for atoms 1 to 8: C -0.174; C -0.104; N -0.271; S 0.043; H 0.113; H 0.109; H 0.108; H 0.109



Copy entry 9 word for word.
Computed, not measured: a single C2H5NS molecule in a non-equilibrium geometry, with ωB97M-V with the def2-TZVPD basis set.

Calculated values
2S+1   1
Kohn-Sham gap   9.34 eV
Structure (SMILES)   C=NSC

```
9
Properties=species:S:1:pos:R:3:forces:R:3
C 2.20233 -0.01223 0.01347 -0.216 -4.857 1.564
N 0.95852 0.22736 -0.13040 2.764 2.771 -0.449
S -0.25107 -0.81158 -0.08149 -2.681 -0.507 1.008
C -1.90213 0.24668 0.03269 -0.244 -1.424 -1.761
H 2.50908 -1.20964 0.43412 -0.656 3.146 -1.319
H 3.12660 0.56485 -0.14005 -1.165 0.577 -0.035
H -2.38175 0.50475 1.11089 1.590 -0.702 -2.642
H -1.67974 1.20510 -0.68398 -0.985 -2.480 1.860
H -2.58184 -0.71529 -0.55525 1.594 3.475 1.774
```
Positions in Å, forces in eV/Å.

Atom charges from the Löwdin analysis, given in e for atoms 1 to 8: C -0.189; N -0.534; S 0.742; C -0.386; H 0.114; H 0.051; H 0.055; H 0.061



Copy entry 1 word for word.
Computed, not measured: a single C2H5NOS molecule in a non-equilibrium geometry, with ωB97M-V with the def2-TZVPD basis set.

Calculated values
2S+1   1
Kohn-Sham gap   9.52 eV
Structure (SMILES)   CC(=S)NO

```
10
Properties=species:S:1:pos:R:3:forces:R:3
C 1.28163 -0.55672 0.02809 0.876 0.218 -0.566
C 0.10198 0.37344 -0.05081 1.482 1.289 0.404
S 0.26484 2.05029 -0.02321 -0.299 -0.657 0.029
N -1.06268 -0.20670 -0.06927 -1.160 0.309 0.131
O -2.24174 0.51670 0.02782 0.461 -0.135 -0.179
H 0.90678 -1.55501 0.10211 -0.024 -0.924 0.122
H 1.91062 -0.50611 -0.88959 -0.542 0.155 0.554
H 1.97044 -0.37011 0.88192 -0.806 0.175 -0.500
H -1.22377 -1.19374 -0.12900 -0.061 -0.170 0.108
H -1.90811 1.44797 0.12194 0.072 -0.260 -0.104
```
Positions in Å, forces in eV/Å.

Atom charges from the Löwdin analysis, given in e for atoms 1 to 8: C -0.097; C -0.847; S 0.621; N -0.070; O -0.033; H 0.055; H 0.095; H 0.095